#1
DFT (the ωB97M-V functional and the def2-TZVPD basis) results for 2 unconnected molecules or ions with the total composition C6H15NS.

Computed properties:
Multiplicity: 1
HOMO energy (alpha / beta) (eV): -7.8 / -7.4
Molecular weight (g mol⁻¹): 133.26
Kohn-Sham gap (alpha / beta) (eV): 8.4 / 7.4
E_LUMO (alpha / beta) (eV): 0.64 / -0.01
Charge: 0

XYZ file:
```
23
C6H15NS (the ωB97M-V functional and the def2-TZVPD basis)
C 0.963 2.246 0.390
C -1.050 1.656 1.865
C -1.152 -1.344 -1.572
C 1.048 -2.276 -1.215
C -0.432 1.681 0.554
C 0.191 -1.056 -0.995
N 0.317 -0.631 0.315
S 0.120 -1.428 1.708
H 1.075 3.313 0.360
H 1.777 1.752 0.938
H 1.134 2.173 -0.668
H -0.352 1.962 2.621
H -1.364 0.720 2.143
H -1.916 2.304 2.043
H -1.772 -2.200 -1.221
H -1.910 -0.555 -1.524
H -0.894 -1.555 -2.675
H 0.512 -3.243 -0.911
H 2.061 -1.971 -0.684
H 1.061 -2.385 -2.316
H -0.992 1.609 -0.405
H 0.669 -0.240 -1.562
H 1.394 -1.261 2.232
```

---

#2
DFT (the ωB97M-V functional and the def2-TZVPD basis) results for 2 unconnected molecules or ions with the total composition C6H15NS.

Computed properties:
Multiplicity: 1
HOMO energy (eV): -8.1
Molecular weight (g mol⁻¹): 133.26
Kohn-Sham gap (eV): 5.1
E_LUMO (eV): -2.97
Charge: 0

XYZ file:
```
23
C6H15NS (the ωB97M-V functional and the def2-TZVPD basis)
C -0.306 -0.595 -1.677
C -1.345 -1.180 -0.513
S -2.175 -0.135 0.629
N 1.086 -0.833 -1.626
C 1.999 0.020 -0.936
C 1.791 0.331 0.645
C 0.970 1.583 0.880
C 1.491 -1.074 1.319
H -0.611 0.455 -1.648
H -0.678 -1.028 -2.598
H -2.182 -1.728 -0.959
H -0.802 -1.996 -0.035
H -6.423 1.761 0.693
H -7.036 1.625 0.302
H 2.970 -0.472 -0.908
H 2.031 1.057 -1.296
H 2.818 0.613 0.868
H 0.385 1.844 -0.022
H 0.106 1.515 1.563
H 1.574 2.494 1.024
H 1.252 -1.836 0.572
H 0.646 -1.003 1.992
H 2.440 -1.417 1.732
```

---

Stability summary - winner: #1; margin: 41.5 kcal/mol.

---

#1
DFT (the ωB97M-V functional and the def2-TZVPD basis) results for a molecular structure, C12H24O24S6.

Computed properties:
Multiplicity: 1
HOMO energy (eV): -10.9
Molecular weight (g mol⁻¹): 744.70
Kohn-Sham gap (eV): 10.8
E_LUMO (eV): -0.02
Charge: 0

XYZ file:
```
66
C12H24O24S6 (the ωB97M-V functional and the def2-TZVPD basis)
C 3.204 -1.481 -4.950
C 2.024 -0.933 -5.735
O 1.312 -0.270 -4.712
S 1.257 -1.033 -3.247
O 0.318 -2.144 -3.173
O 1.196 0.002 -2.151
O 2.702 -1.631 -3.563
H 4.147 -0.936 -4.912
H 3.657 -2.438 -5.206
H 1.326 -1.601 -6.238
H 2.332 -0.166 -6.446
C -0.912 0.734 -0.138
C -1.329 1.193 1.244
O -0.729 0.218 2.115
S 0.215 -0.946 1.424
O -0.195 -2.207 2.053
O 1.635 -0.565 1.532
O -0.532 -0.620 0.026
H -0.116 1.396 -0.477
H -1.696 0.731 -0.896
H -2.397 1.094 1.439
H -1.144 2.204 1.609
C -2.371 -1.750 4.766
C -2.406 -3.073 4.013
O -3.152 -3.904 4.921
S -2.875 -3.621 6.551
O -1.823 -4.553 7.003
O -4.180 -3.537 7.219
O -2.243 -2.077 6.245
H -3.217 -1.076 4.626
H -1.437 -1.303 4.426
H -1.454 -3.457 3.646
H -3.068 -2.879 3.169
C 4.893 1.465 1.175
C 5.677 0.130 0.918
O 6.063 0.184 -0.358
S 6.279 1.714 -0.774
O 6.152 1.863 -2.248
O 7.445 2.309 -0.100
O 4.891 2.193 -0.019
H 5.238 2.014 2.052
H 3.874 1.102 1.309
H 5.016 -0.728 1.039
H 6.550 0.118 1.572
C 1.272 3.771 -3.683
C 1.916 3.139 -2.498
O 2.987 3.941 -2.253
S 2.868 5.507 -2.883
O 4.142 5.984 -3.387
O 2.189 6.301 -1.862
O 1.870 4.982 -4.037
H 0.231 3.981 -3.438
H 1.375 3.118 -4.550
H 2.207 2.091 -2.573
H 1.280 3.266 -1.622
C -7.557 -1.635 1.613
C -6.935 -2.540 0.492
O -5.778 -1.941 0.066
S -5.383 -0.683 1.093
O -4.825 0.486 0.351
O -4.571 -1.319 2.138
O -6.962 -0.406 1.446
H -7.242 -1.864 2.631
H -8.635 -1.792 1.612
H -7.738 -2.554 -0.245
H -6.837 -3.569 0.836
```

---

#2
DFT (the ωB97M-V functional and the def2-TZVPD basis) results for a molecular structure, C12H24O24S6.

Computed properties:
Multiplicity: 1
HOMO energy (eV): -11.0
Molecular weight (g mol⁻¹): 744.70
Kohn-Sham gap (eV): 11.0
E_LUMO (eV): 0.04
Charge: 0

XYZ file:
```
66
C12H24O24S6 (the ωB97M-V functional and the def2-TZVPD basis)
C 4.094 -1.960 -6.860
C 2.914 -1.412 -7.644
O 2.202 -0.749 -6.621
S 2.147 -1.512 -5.156
O 1.208 -2.623 -5.082
O 2.086 -0.478 -4.060
O 3.592 -2.110 -5.472
H 5.037 -1.415 -6.821
H 4.547 -2.917 -7.116
H 2.216 -2.081 -8.147
H 3.222 -0.645 -8.355
C -1.186 0.857 0.239
C -1.602 1.316 1.621
O -1.002 0.341 2.492
S -0.058 -0.823 1.801
O -0.468 -2.084 2.429
O 1.362 -0.443 1.909
O -0.805 -0.497 0.403
H -0.389 1.519 -0.100
H -1.969 0.854 -0.519
H -2.670 1.217 1.816
H -1.417 2.326 1.986
C -3.442 -2.934 6.912
C -3.477 -4.257 6.159
O -4.222 -5.089 7.067
S -3.946 -4.805 8.698
O -2.893 -5.737 9.150
O -5.251 -4.722 9.366
O -3.314 -3.262 8.392
H -4.287 -2.261 6.772
H -2.507 -2.487 6.573
H -2.525 -4.641 5.793
H -4.138 -4.064 5.315
C 7.248 1.934 1.349
C 8.032 0.599 1.091
O 8.418 0.654 -0.184
S 8.634 2.183 -0.601
O 8.507 2.332 -2.074
O 9.800 2.778 0.074
O 7.246 2.662 0.154
H 7.593 2.483 2.225
H 6.229 1.571 1.482
H 7.371 -0.259 1.212
H 8.905 0.587 1.745
C 2.119 5.519 -4.927
C 2.763 4.887 -3.741
O 3.834 5.689 -3.497
S 3.716 7.255 -4.126
O 4.990 7.732 -4.630
O 3.036 8.049 -3.106
O 2.717 6.730 -5.280
H 1.078 5.729 -4.682
H 2.222 4.866 -5.794
H 3.054 3.839 -3.817
H 2.128 5.014 -2.865
C -10.305 -2.311 2.070
C -9.684 -3.216 0.948
O -8.526 -2.617 0.523
S -8.131 -1.359 1.549
O -7.574 -0.190 0.807
O -7.320 -1.995 2.595
O -9.710 -1.082 1.903
H -9.991 -2.540 3.088
H -11.384 -2.468 2.068
H -10.487 -3.230 0.211
H -9.586 -4.245 1.292
```

---

Stability summary - winner: #1; margin: 17.0 kcal/mol.

---

#1
DFT (the ωB97M-V functional and the def2-TZVPD basis) results for a molecular structure, C17H20N4O2S.

Computed properties:
Multiplicity: 1
HOMO energy (eV): -7.7
Molecular weight (g mol⁻¹): 344.44
Kohn-Sham gap (eV): 7.2
E_LUMO (eV): -0.48
Charge: 0

XYZ file:
```
44
C17H20N4O2S (the ωB97M-V functional and the def2-TZVPD basis)
C 6.279 2.709 -0.037
C 5.510 3.051 1.156
O 4.118 2.872 1.090
C 3.573 1.799 1.088
C 2.245 1.925 0.704
C 1.547 0.775 0.978
C 2.184 -0.365 1.318
C 3.599 -0.677 1.343
C 4.334 0.527 1.333
H 5.273 0.556 1.524
H 4.121 -1.693 1.753
N 1.391 -1.704 1.192
C 0.025 -0.976 0.774
N -1.140 -1.781 0.941
C -2.092 -0.922 0.508
N -2.059 0.531 0.561
N -1.010 1.212 0.498
C 0.136 0.435 0.848
S -3.760 -1.811 0.489
C -4.818 -0.227 0.361
H -5.580 -0.413 0.841
H -4.176 0.664 0.699
C -5.329 -0.225 -1.101
C -4.206 -0.007 -2.074
H -3.995 0.713 -2.753
C -4.732 -1.085 -3.357
H -3.862 -1.341 -3.961
C -5.462 -2.209 -2.474
H -6.185 -2.483 -2.994
O -6.194 -1.219 -1.508
H -4.770 -2.891 -2.025
H -5.246 -0.567 -4.172
H -3.296 -0.404 -1.797
H -5.980 0.836 -1.317
C 1.544 -2.930 1.410
H 1.933 -3.318 2.542
H 0.612 -3.622 1.214
H 2.133 -3.282 0.913
H 1.777 2.760 0.774
H 6.118 2.452 2.212
H 5.709 4.253 1.493
H 7.488 2.897 0.279
H 6.227 1.725 -0.321
H 6.017 3.459 -0.947
```

---

#2
DFT (the ωB97M-V functional and the def2-TZVPD basis) results for C17H20N4O2S in the gas phase.

Computed properties:
Multiplicity: 1
HOMO energy (eV): -8.1
Molecular weight (g mol⁻¹): 344.44
Kohn-Sham gap (eV): 8.0
E_LUMO (eV): -0.09
Charge: 0
SMILES: CCOc1ccc2c(c1)c1nnc(SC[C@H]3CCCO3)nc1n2C

XYZ file:
```
44
C17H20N4O2S (the ωB97M-V functional and the def2-TZVPD basis)
C -1.962 -5.603 3.367
C -1.144 -5.744 2.086
O -1.200 -4.589 1.274
C -0.494 -3.475 1.609
C 0.429 -3.394 2.656
C 1.128 -2.226 2.919
C 0.892 -1.125 2.120
C -0.040 -1.195 1.057
C -0.731 -2.363 0.800
C -0.035 0.105 0.450
N -0.680 0.639 -0.562
N -0.429 1.888 -0.853
C 0.452 2.584 -0.143
S 0.733 4.250 -0.573
C -0.397 4.471 -1.984
C 0.316 4.397 -3.341
C 0.863 3.004 -3.655
C -0.375 2.296 -4.203
C -1.182 3.446 -4.824
O -0.611 4.668 -4.372
N 1.170 2.147 0.900
C 0.914 0.888 1.197
N 1.454 0.145 2.180
C 2.437 0.600 3.124
H -1.930 -6.535 3.926
H -1.574 -4.802 3.992
H -2.995 -5.374 3.119
H -0.104 -6.013 2.312
H -1.572 -6.532 1.460
H 0.623 -4.250 3.282
H 1.835 -2.190 3.733
H -1.441 -2.429 -0.007
H -1.158 3.699 -1.899
H -0.844 5.458 -1.866
H 1.086 5.175 -3.383
H 1.637 3.083 -4.420
H 1.279 2.511 -2.781
H -0.925 1.827 -3.388
H -0.125 1.534 -4.938
H -1.123 3.449 -5.917
H -2.239 3.406 -4.535
H 3.350 0.006 3.040
H 2.657 1.641 2.895
H 2.052 0.523 4.143
```

---

Stability summary - winner: #2; margin: 349.1 kcal/mol.